{
  "formula": "C19H12Cl2I2N3O8Ti",
  "method": "ωB97M-V/def2-TZVPD",
  "species": ["Ti", "I", "C", "I", "H", "H", "O", "C", "O", "C", "C", "Cl", "N", "N", "C", "C", "O", "O", "C", "C", "C", "C", "C", "C", "H", "H", "H", "H", "H", "H", "Cl", "O", "C", "O", "C", "C", "C", "C", "C", "C", "N", "O", "O", "H", "H", "H", "H"],
  "xyz": [[-0.1925, -0.1704, 0.5011], [1.8575, -2.0880, 0.7734], [4.3148, 0.0831, -0.6879], [4.9789, 1.5277, 0.5977], [3.6332, 0.3640, -1.4711], [4.7421, -0.8967, -0.5818], [3.3243, 4.5901, -0.9712], [2.1002, 4.6842, -0.4329], [1.4351, 5.6690, -0.5610], [1.6909, 3.5230, 0.4189], [1.6452, 3.4958, 1.7942], [2.0217, 4.7246, 2.9059], [1.2346, 2.2695, 2.1899], [1.0257, 1.5039, 1.1184], [1.2878, 2.2346, 0.0458], [1.1227, 1.5820, -1.2973], [1.5462, 2.1377, -2.2871], [0.5657, 0.4096, -1.2266], [0.9987, 1.7300, 3.4938], [2.0297, 1.6817, 4.4175], [1.7951, 1.0781, 5.6419], [0.5582, 0.5071, 5.9140], [-0.4581, 0.5534, 4.9710], [-0.2474, 1.1866, 3.7563], [3.6966, 3.7103, -0.8069], [3.0019, 2.0848, 4.1667], [2.5914, 1.0253, 6.3725], [0.3928, 0.0086, 6.8600], [-1.4111, 0.0798, 5.1622], [-1.0348, 1.2422, 3.0132], [-2.0442, 1.3114, 0.2435], [-2.0155, -2.6480, 3.2394], [-1.7922, -2.3042, 2.0996], [-1.2015, -1.1945, 1.7613], [-2.1948, -3.1716, 0.9331], [-2.5131, -2.6155, -0.3012], [-2.8686, -3.4304, -1.3629], [-2.8861, -4.7996, -1.1649], [-2.5766, -5.3769, 0.0557], [-2.2411, -4.5491, 1.1108], [-3.2530, -5.6756, -2.2887], [-3.2470, -6.8773, -2.0978], [-3.5430, -5.1531, -3.3470], [-2.5207, -1.5375, -0.4267], [-3.1262, -3.0228, -2.3287], [-2.6011, -6.4511, 0.1591], [-2.0000, -4.9546, 2.0835]],
  "relative_energy_kj_mol": 90.1,
  "e_tot_ha": -3862.867344,
  "homo_lumo_gap_ev": [6.9, 7.3],
  "homo_energy_ha": [-0.20306, -0.21788],
  "charge": -1,
  "multiplicity": 3
}